This record from the OMol25 dataset describes a molecular structure, C43H63BrN5OP3ScSi2. The level of theory is ωB97M-V with the def2-TZVPD basis set.

Geometry as XYZ:
```
119
Properties=species:S:1:pos:R:3
H -2.2908 -4.1986 0.0427
P -0.4487 -2.7197 3.2261
C -1.0964 7.3677 -5.4061
C -0.8809 -3.3283 -3.4501
H -4.2069 -9.8786 4.7624
H 0.5871 8.5088 -5.8459
H -2.9901 1.0878 5.3875
H -2.9034 7.5671 -7.7771
H 1.0598 4.2488 0.0702
H 2.7686 2.2240 -4.4790
C 3.0495 -2.6956 0.6299
C 2.2774 -0.1610 6.3606
H 1.8659 -1.3677 3.2867
Si -0.8539 -3.8413 -1.6914
C 1.8915 -7.5917 1.9850
H -1.6326 2.2105 3.2295
H -0.7660 -1.7825 6.6987
C 4.5967 -1.0110 1.3742
C 0.6118 2.2972 -3.6668
H -1.8638 6.8715 -3.5411
C -1.2994 -6.5076 3.4090
O -2.2447 4.6548 -3.8018
H -2.2991 2.0143 1.5796
H -1.6300 -7.9673 5.0615
H -1.7436 6.6589 -5.8107
Br 0.5096 0.2359 -0.2306
C 1.0506 6.3211 -5.0028
H 2.4939 -0.8626 1.6289
C -0.9118 3.6754 0.3384
H 0.0162 5.2670 1.2175
H 2.0333 6.5846 -4.5989
H -3.4853 9.1563 -8.9633
H 0.8258 2.6589 -2.6358
N 0.0397 6.0193 -3.8988
C 0.3438 7.4374 -5.9122
C 0.2322 -1.5724 6.2169
C -2.2821 1.6236 2.5979
C 5.4246 -3.1188 0.3659
H -0.5845 -5.4124 -1.5783
Sc -0.7157 -1.6924 0.7709
C 0.5239 -2.7076 1.9111
H 0.3548 7.2981 -7.0224
C 1.6071 -5.0568 0.7721
H 1.2983 -8.4083 0.1811
H 2.0551 -4.4176 2.8127
H -4.7335 8.2224 -7.4285
H 3.3909 0.1219 4.5515
H -2.9467 -2.9097 -1.1217
C -1.3147 -5.2304 3.0433
H -1.0741 5.9178 -1.1233
H 0.6678 5.9776 -1.4017
H -0.8689 -6.1616 6.6665
C 1.7294 -1.2462 4.4168
Si -2.4790 -0.3052 3.1396
H -4.4874 -1.6185 1.7729
H 1.8836 0.7859 -4.7577
N -0.4037 4.1353 -1.9268
H -0.3195 -2.4819 -3.8725
C 4.1276 -3.4829 0.1173
H -1.3297 2.2963 -1.3331
N 0.4751 -3.0144 -0.7765
H 6.3677 -3.6656 0.1782
H 2.1227 -8.5636 2.4746
N -1.5798 -1.6158 2.6381
H -4.7446 -1.1353 3.4266
C 5.5967 -1.8427 1.0550
C 2.5774 -0.3811 5.1006
C -0.9029 7.1321 -3.9558
H 1.8595 3.1482 -6.4203
C 1.1773 2.3890 -6.0281
C 1.1069 -0.7350 6.9438
H -4.7532 -0.0923 2.0231
C -2.0665 -3.3010 -0.5042
H -2.3903 3.6236 -1.4447
C 2.1100 -6.4288 2.7346
H 6.6150 -1.5674 1.2655
H -0.1124 1.4974 -3.4601
H 4.6923 -0.0174 1.8091
C 1.2597 -6.2832 0.1023
C 0.0973 4.7707 0.1942
H -0.3930 7.9687 -3.4511
C -1.3935 3.3956 -1.0959
H 1.3383 5.3598 -5.5217
H 2.8157 0.5789 7.0535
H -1.6137 8.4026 -5.5930
C -1.0294 -4.2410 4.0525
N -0.0636 3.4228 -4.2709
C -3.6927 8.2524 -8.1617
H -0.4132 -4.2136 -3.9605
H -1.7469 3.8947 0.9966
H 2.3827 -6.6085 3.7829
C -0.7989 -4.6613 5.3282
C 0.5016 -1.8999 4.7507
C -4.2802 -0.9162 2.5277
H -0.0886 4.0518 -6.3752
H 3.9707 -4.5205 -0.2029
H -0.5838 -3.9613 6.1056
H -0.5723 2.8789 0.7977
C 3.2897 -1.4812 1.3534
C 1.7187 1.8766 -4.6811
H -2.3969 -0.5584 5.9409
C 2.0081 -5.2272 2.1636
H -1.0589 2.6728 -5.9938
H -1.9859 -3.2361 -3.6771
H -3.2663 2.0833 2.8533
H -1.3087 -7.2561 2.6718
P -0.8182 4.5914 -3.5194
C -1.4303 -6.9352 4.7729
H 0.8192 -0.3409 7.8900
H -1.3794 -4.8869 1.9847
H 1.1935 1.6063 -6.7976
C -0.1571 5.3234 -1.0859
C -0.1259 3.1744 -5.7454
H -1.2468 0.6057 5.1677
P 1.3021 -3.3170 0.5288
C -1.0743 -5.9431 5.6570
C -2.3468 0.3443 5.1105
H 0.7152 -6.3213 -0.7809
C 1.4727 -7.5863 0.7216
```

Output
* maximum force: 6.50 eV/Å
* total charge: -1
* gap between HOMO and LUMO (spin up / spin down): 6.875 / 5.988 eV
* calculated total energy: -189469.9023 eV



This record from the OMol25 dataset describes a molecular structure, C43H66BrGeN3O4Ti. The level of theory is ωB97M-V with the def2-TZVPD basis set.

Geometry as XYZ:
```
119
Properties=species:S:1:pos:R:3
O 2.6273 2.9446 0.2268
H -2.0037 5.8854 0.4411
Ti -0.6378 0.6439 0.6110
H -2.3600 3.1054 3.1566
H -1.0483 -4.4011 -7.2754
H -7.2739 0.2346 1.5695
H 1.1032 -3.9803 -5.1363
H -2.3049 5.0270 1.9569
C 1.6164 2.3623 3.4583
H 1.4203 0.5681 5.2786
H -1.3512 -3.9806 -4.4155
H -0.5055 4.0277 0.3563
H 1.0087 6.5084 1.3092
C -3.8613 -2.4506 0.0511
H -2.8050 -2.2467 -1.8390
H 3.6581 -0.3780 2.5492
C -1.2365 -0.4751 3.5800
H -3.9236 4.8042 -0.4053
C 2.6370 1.2173 3.5592
H -3.5642 2.4356 2.0139
C 3.8474 -5.9849 -4.2316
H -5.6984 2.8194 -2.0036
H -1.6498 -1.2957 4.1719
H 3.1463 0.4956 5.5654
H -6.3046 2.3006 0.6678
H -6.1146 -1.9037 1.1975
H -0.4202 -5.6160 -6.1625
H -0.6372 -2.9695 3.0194
C 0.2789 4.0877 2.3641
N -0.2273 1.4475 -1.0786
H 3.1338 -6.0144 -5.0573
C -0.9355 1.0880 -2.1555
C 0.6089 2.2081 -3.5771
C -4.4798 1.3839 0.0247
H -2.7874 0.9419 3.9641
C 0.7778 5.7451 0.5646
H 0.5779 -2.5570 1.7915
H 1.7027 5.2341 0.3208
H 0.9131 2.5443 -4.5587
C -3.7295 0.1761 -0.0131
O -1.7984 1.3622 2.1886
C -0.5555 1.4634 -3.4270
H -4.1897 3.9641 1.1243
H 4.6547 -6.6821 -4.4514
C 1.5923 3.1500 4.6146
H -2.3143 -3.8596 0.5659
H 0.3563 -1.4479 -4.1953
C 0.2996 4.8255 3.5365
H -4.6518 -3.1168 0.4044
C -4.4311 3.9592 0.0615
H -1.7752 -2.1745 0.4938
O -0.5632 -0.9839 2.4260
H -4.5466 -2.3622 -2.0117
C 2.1389 -4.1065 -2.3536
H 1.9795 -0.1794 2.0264
H 0.6199 -4.9588 -7.4312
C -0.2808 4.7757 1.1232
H -3.1387 -0.1597 2.6074
C -0.3705 -2.1531 -3.7843
H -1.1808 1.1900 -4.2655
H 0.4026 6.2416 -0.3331
H -0.5763 -3.8846 -1.4284
N -2.3509 0.2748 -0.4405
C 0.8759 2.7953 2.3414
C -2.5881 -2.8275 0.7955
H 1.3272 -6.0325 -1.8384
H -1.2083 -1.5777 -3.3893
C -2.3564 0.4161 3.1108
C 0.9206 4.3491 4.6763
C 0.2864 -3.6066 -5.7654
H -5.5020 4.1325 -0.0434
H -2.9216 2.6558 -0.7234
C -1.5576 5.5840 1.3898
H 3.2269 0.9588 1.4928
Br 0.9366 -1.3118 -0.6260
H 0.9330 4.9385 5.5835
H 2.7763 -3.6536 -3.1140
H -1.3240 6.4942 1.9412
H 0.6778 -2.7618 -6.3375
C -4.0135 2.6680 -0.6520
C -2.5044 2.6104 2.1947
H -0.5270 0.0897 4.1879
H 2.9278 -7.4270 -2.9368
C 1.3744 2.5185 -2.4583
H -1.6004 -2.6089 -5.4836
C -4.3629 -1.0366 0.3351
C 1.5440 2.4089 0.1110
H 4.2817 -4.9856 -4.1860
H -3.6052 -3.8094 -1.6005
C -0.1642 -4.7112 -6.7164
Ge 0.4470 -3.0953 -2.2551
H 2.1700 2.8215 5.4698
H 3.8543 -6.1942 -2.0836
C 2.8778 0.3522 2.3262
O -2.9378 -0.0658 -2.6544
H 2.6504 -4.0175 -1.3936
H -4.3972 1.8223 -2.6378
C 1.8720 -5.5817 -2.6718
C -2.1837 0.3552 -1.7932
C -6.3010 0.2154 1.0965
H -2.7409 -2.7460 1.8738
C 0.0920 -2.2221 2.7025
C -4.6136 2.7203 -2.0708
H -0.1503 5.8091 3.5537
C 2.3765 0.3401 4.8106
H 0.8373 -2.0912 3.4860
H 2.2934 3.0828 -2.5344
C 0.9319 2.1072 -1.2192
N 0.7035 2.0344 1.1265
H 2.3929 -0.7192 4.5574
C -3.6942 -2.7322 -1.4439
H -2.0821 3.2183 1.4007
H -4.2244 3.5834 -2.6155
H 3.5798 1.7453 3.7280
C -5.7401 1.3792 0.6071
C 3.1660 -6.3619 -2.9161
C -0.8523 -3.1187 -4.8721
H 1.2378 -5.6740 -3.5606
C -5.6325 -0.9769 0.9115
```

Output
* multiplicity: 2
* maximum force: 4.11 eV/Å
* total charge: +1
* gap between HOMO and LUMO (spin up / spin down): 7.635 / 7.631 eV
* calculated total energy: -207994.4616 eV
* relative energy (zero: lowest compared OMol25 entry of this formula, charge and spin): 105.4 kJ/mol